(1)
The following is a DFT calculation (ωB97M-V with the def2-TZVPD basis set) of a cluster of 2 separate species, C6H12N2O2 in total in a non-equilibrium geometry.

Results
DFT total energy = -13490.3932 eV
total charge = 0
HOMO = -0.3276 Ha
LUMO energy = 0.021 Eh
SMILES = CN(C)C(=O)O.CCC#N
maximum force = 4.10 eV Å⁻¹

Positions of all 22 atoms, in Å:
C -0.271 0.768 -1.847
C 1.210 1.026 -2.096
C 0.050 -1.321 -0.026
O -1.075 -2.011 -0.365
O 1.162 -1.671 -0.347
H -0.822 -2.651 -1.045
H -0.889 1.476 -2.404
H -0.579 -0.204 -2.237
H 1.835 0.293 -1.586
H 1.502 2.019 -1.756
H 1.436 0.956 -3.161
C 0.975 0.096 1.740
C -1.367 -0.590 1.915
N -0.222 -0.367 1.017
C -0.695 1.231 -0.298
N -1.060 2.132 0.334
H -1.716 0.381 2.267
H 0.773 1.105 2.100
H 1.815 0.147 1.055
H 1.197 -0.560 2.581
H -2.184 -1.065 1.383
H -1.076 -1.190 2.776


(2)
The following is a DFT calculation (ωB97M-V with the def2-TZVPD basis set) of a cluster of 2 separate species, C4H15N2O2 in total in a non-equilibrium geometry.

Results
DFT total energy = -11460.4774 eV
total charge = +1
HOMO = -0.5171 Ha
LUMO energy = -0.104 Eh
maximum force = 1.60 eV Å⁻¹

Positions of all 23 atoms, in Å:
N 1.790 -0.401 0.592
C 0.526 -1.051 0.148
C -0.182 -0.068 -0.812
C 0.391 -0.108 -2.222
O 0.035 1.202 -0.199
C -0.320 -1.379 1.366
N 0.520 -2.148 2.305
H 1.668 0.626 0.560
H 1.950 -0.657 1.578
H 2.614 -0.777 0.137
H 0.774 -1.946 -0.409
H -1.252 -0.237 -0.797
H -0.332 -0.475 -2.939
H 0.656 0.897 -2.540
H 1.369 -0.581 -2.339
H -0.675 1.849 -0.263
H -1.156 -1.975 0.982
H -0.797 -0.558 1.848
H 0.303 -3.122 2.178
H 0.285 -1.958 3.271
H -2.170 4.048 -0.680
H -2.676 3.280 -1.887
O -2.338 3.149 -0.991


(3)
The following is a DFT calculation (ωB97M-V with the def2-TZVPD basis set) of the molecule C4H10N2 in a non-equilibrium geometry.

Results
DFT total energy = -7288.7713 eV
total charge = 0
HOMO = -0.3038 Ha
LUMO energy = 0.043 Eh
SMILES = N/C=C/CCN
maximum force = 3.48 eV Å⁻¹

Positions of all 16 atoms, in Å:
C 1.331 -0.944 -0.790
C 0.141 -0.053 -1.107
C -0.318 0.546 0.220
C -1.070 1.668 0.345
N -1.906 1.805 1.464
N 1.143 -2.098 0.070
H 2.185 -0.407 -0.411
H 1.815 -1.315 -1.765
H 0.319 0.738 -1.847
H -0.657 -0.698 -1.504
H -0.191 -0.086 1.114
H -0.807 2.591 -0.190
H -1.469 2.460 2.107
H -2.082 0.925 1.934
H 1.245 -3.027 -0.306
H 0.320 -2.105 0.669


(4)
The following is a DFT calculation (ωB97M-V with the def2-TZVPD basis set) of a cluster of 2 separate species, C5H15NO in total in a non-equilibrium geometry.

Results
DFT total energy = -8954.4651 eV
spin multiplicity = 2
total charge = +1
HOMO (alpha / beta) = -0.5539 / -0.5510 Ha
LUMO energy (alpha / beta) = -0.127 / -0.362 Eh
maximum force = 4.52 eV Å⁻¹

Positions of all 22 atoms, in Å:
C -0.980 -1.376 -0.666
C 0.507 -0.839 -1.048
C 0.912 0.484 -0.090
C 2.393 0.836 -0.507
C 0.907 0.203 1.373
N -1.986 -0.303 -0.685
H -1.300 -1.957 -1.592
H -0.893 -1.900 0.283
H 0.502 -0.558 -2.131
H 1.333 -1.616 -1.030
H -0.013 1.128 -0.071
H 2.803 1.740 -0.029
H 3.021 0.005 -0.519
H 2.506 1.145 -1.599
H 1.193 1.125 1.953
H -0.069 -0.042 1.751
H 1.575 -0.618 1.804
H -1.577 0.415 -1.334
H -2.731 -0.695 -1.181
H -2.572 0.616 1.001
H -2.440 1.179 2.524
O -3.090 1.027 1.793


(5)
The following is a DFT calculation (ωB97M-V with the def2-TZVPD basis set) of the molecule C4H11N3O in a non-equilibrium geometry.

Results
DFT total energy = -10842.3863 eV
total charge = 0
HOMO = -0.3452 Ha
LUMO energy = 0.026 Eh
SMILES = CNCCNC(N)=O
maximum force = 3.69 eV Å⁻¹

Positions of all 19 atoms, in Å:
C -0.260 0.659 -0.905
N -1.556 0.237 -0.367
C -2.055 -0.999 -0.715
N -1.170 -2.014 -1.185
O -3.265 -1.296 -0.664
C 0.524 1.496 0.117
N 0.798 0.787 1.384
C 1.928 -0.126 1.290
H -0.487 0.891 -1.934
H 0.411 -0.204 -1.097
H -2.152 0.881 0.121
H -1.634 -2.838 -1.435
H -0.349 -2.331 -0.648
H 1.531 2.105 -0.175
H -0.233 2.361 0.199
H 1.260 1.425 2.035
H 1.483 -1.267 1.131
H 2.806 0.279 0.478
H 2.418 -0.046 2.371


(6)
The following is a DFT calculation (ωB97M-V with the def2-TZVPD basis set) of the molecule C4H5NOS2 in a non-equilibrium geometry.

Results
DFT total energy = -29434.2949 eV
total charge = 0
HOMO = -0.3165 Ha
LUMO energy = 0.001 Eh
SMILES = C=C1OCSN1C=S
maximum force = 3.26 eV Å⁻¹

Positions of all 13 atoms, in Å:
C -1.494 -0.163 -1.344
C -0.771 0.175 -0.260
C -0.162 0.061 2.001
C 1.594 0.052 -1.019
H -2.431 -0.878 -1.245
H -1.029 -0.011 -2.382
H 0.360 -0.914 2.249
H -0.557 0.592 2.838
H 2.624 0.049 -0.511
N 0.532 0.565 -0.256
O -1.272 0.087 1.042
S 0.952 1.187 1.285
S 1.653 -0.802 -2.399


(7)
The following is a DFT calculation (ωB97M-V with the def2-TZVPD basis set) of the molecule C2H4N2S2 in a non-equilibrium geometry.

Results
DFT total energy = -26787.4281 eV
total charge = 0
HOMO = -0.3347 Ha
LUMO energy = -0.022 Eh
SMILES = [H]/N=C\NSC=S
maximum force = 2.79 eV Å⁻¹

Positions of all 10 atoms, in Å:
C -0.408 1.800 0.529
C 0.556 -1.448 -0.219
H 1.517 1.604 1.232
H -1.565 2.057 0.678
H -1.393 0.628 -0.746
H 1.302 -2.339 -0.235
N 0.575 2.088 1.255
N -0.463 1.011 -0.559
S 0.861 0.123 -0.893
S -0.957 -1.732 0.414


(8)
The following is a DFT calculation (ωB97M-V with the def2-TZVPD basis set) of a cluster of 2 separate species, C5H12O in total in a non-equilibrium geometry.

Results
DFT total energy = -7425.2816 eV
total charge = 0
HOMO = -0.3347 Ha
LUMO energy = 0.037 Eh
SMILES = C/C=C/CC.O
maximum force = 2.49 eV Å⁻¹

Positions of all 18 atoms, in Å:
C 0.849 0.831 0.214
C 0.800 -0.516 0.301
C 2.139 1.577 -0.059
C -1.815 -0.449 0.627
C -0.483 -1.280 0.511
H -0.026 1.486 0.316
H 1.722 -1.086 0.128
H 2.999 0.887 -0.089
H 2.252 2.243 0.812
H 2.149 2.191 -0.975
H -2.622 -1.160 0.870
H -2.041 0.021 -0.345
H -1.793 0.336 1.401
H -0.481 -2.102 -0.230
H -0.335 -1.729 1.512
O -1.204 -0.052 -1.799
H -0.304 -0.444 -1.737
H -1.804 -0.753 -1.457


(9)
The following is a DFT calculation (ωB97M-V with the def2-TZVPD basis set) of the molecule C4H10NP in a non-equilibrium geometry.

Results
DFT total energy = -15084.9298 eV
total charge = 0
HOMO (alpha / beta) = -0.2603 / -0.2603 Ha
LUMO energy (alpha / beta) = 0.008 / 0.008 Eh
SMILES = C/C=C/N=[PH2]C
maximum force = 7.03 eV Å⁻¹

Positions of all 16 atoms, in Å:
C -1.682 -0.203 -0.148
C -1.047 0.883 0.464
C -3.116 -0.247 -0.231
C 3.126 -0.833 -0.117
N 0.197 1.147 0.579
P 1.635 0.623 0.037
H -1.239 -1.186 -0.417
H -1.792 1.351 1.073
H -3.577 0.682 0.254
H -3.491 -0.342 -1.195
H -3.468 -0.992 0.459
H 2.755 -1.650 -0.729
H 3.963 -0.357 -0.386
H 3.412 -1.211 0.997
H 1.737 0.869 -1.313
H 2.587 1.465 0.673


(10)
The following is a DFT calculation (ωB97M-V with the def2-TZVPD basis set) of the molecule C4H6O2.

Results
DFT total energy = -8338.3973 eV
total charge = 0
HOMO = -0.3719 Ha
LUMO energy = 0.034 Eh
SMILES = O=CC[C@H]1CO1
maximum force = 0.47 eV Å⁻¹

Positions of all 12 atoms, in Å:
O 2.014 1.220 0.682
C 1.846 0.102 0.262
C 0.675 -0.277 -0.622
C -0.556 -0.381 0.262
C -1.716 0.496 0.119
O -1.745 -0.850 -0.342
H 2.522 -0.728 0.568
H 0.856 -1.241 -1.112
H 0.534 0.492 -1.388
H -0.369 -0.800 1.252
H -2.336 0.720 0.986
H -1.724 1.247 -0.668


(11)
The following is a DFT calculation (ωB97M-V with the def2-TZVPD basis set) of a cluster of 2 separate species, C4H12NO2S in total in a non-equilibrium geometry.

Results
DFT total energy = -20763.3960 eV
total charge = -1
HOMO = -0.1378 Ha
LUMO energy = 0.116 Eh
maximum force = 1.11 eV Å⁻¹

Positions of all 20 atoms, in Å:
C -1.545 -0.636 -0.455
O -2.637 0.064 0.021
C -0.192 -0.102 0.077
C 0.952 -0.925 -0.474
C 2.322 -0.559 0.087
S 2.931 1.019 -0.545
N -0.153 -0.038 1.534
H -1.463 -0.651 -1.551
H -1.646 -1.697 -0.181
H -0.172 0.925 -0.316
H 0.970 -0.872 -1.569
H 0.775 -1.983 -0.216
H 2.257 -0.519 1.172
H 3.021 -1.356 -0.184
H 3.312 1.554 0.619
H -0.173 -0.999 1.879
H -1.058 0.349 1.804
H -2.474 1.104 -0.199
H -2.877 2.933 -0.917
O -2.149 2.391 -0.585


(12)
The following is a DFT calculation (ωB97M-V with the def2-TZVPD basis set) of a cluster of 2 separate species, C5H15N3O in total in a non-equilibrium geometry.

Results
DFT total energy = -11942.2640 eV
total charge = 0
HOMO = -0.2657 Ha
LUMO energy = 0.023 Eh
maximum force = 2.15 eV Å⁻¹

Positions of all 24 atoms, in Å:
C 0.229 -0.812 1.874
C 0.852 0.489 1.358
C -1.049 -1.176 1.114
N 1.280 -1.831 1.823
O -0.070 1.587 1.328
H -0.398 1.747 2.219
H -0.018 -0.671 2.935
H 0.960 -2.693 2.251
H 1.504 -2.046 0.856
H 1.725 0.740 1.969
H 1.180 0.363 0.324
H -1.462 -2.112 1.495
H -1.810 -0.402 1.221
H -0.846 -1.298 0.048
C -0.063 0.472 -2.228
N 1.266 0.912 -2.233
N -1.092 1.534 -1.444
C -0.828 -0.522 -2.572
H 1.382 1.921 -2.245
H 1.761 0.519 -3.024
H -1.320 2.420 -1.889
H -0.842 1.666 -0.457
H -1.801 0.658 -1.705
H -0.541 -1.464 -3.018